No. 1
{"formula": "C3H15N2O2", "method": "wB97M-V/def2-TZVPD", "total_charge": 1, "e_above_lowest_kcal_mol": 195.6, "symbols": ["C", "C", "C", "N", "N", "H", "H", "H", "H", "H", "H", "H", "H", "H", "H", "H", "H", "H", "O", "H", "H", "O"], "positions_angstrom": [[0.38686, 0.09128, 0.09071], [1.09216, 1.05833, 1.01649], [0.94694, 1.39765, -0.45262], [3.17683, -0.38431, -0.39430], [2.49869, -2.27124, 1.28534], [-0.68948, 0.04617, 0.18846], [0.88543, -0.80390, -0.21352], [1.94832, 0.56423, 1.44924], [0.49170, 1.62953, 1.71305], [1.92526, 1.33852, -0.99879], [0.32624, 2.15986, -0.90082], [2.77517, -1.45323, 0.72919], [3.40154, -0.99012, -1.19684], [3.91302, 0.31675, -0.22988], [2.94546, -2.30645, 2.19708], [2.49126, -3.17834, 0.83138], [-4.61200, 0.78593, -0.04012], [-5.37946, 0.94479, 1.30558], [-4.50954, 0.84782, 0.91534], [-5.47225, 0.09949, -2.53913], [-3.91635, -0.11733, -2.64959], [-4.62579, 0.22458, -2.10628]], "atomic_forces_ev_per_a": [[-0.89, 1.65, -0.26], [-0.83, -0.82, -0.07], [0.74, -1.54, 0.36], [-0.44, 0.12, -0.16], [0.27, -0.24, 0.46], [0.01, -0.09, -0.17], [-0.02, -0.31, 0.22], [0.48, 0.75, -0.01], [0.07, 0.09, -0.03], [0.35, -0.16, 0.19], [-0.14, 0.07, 0.23], [-0.63, 0.56, -0.29], [0.40, 0.31, -0.12], [0.35, -0.32, -0.18], [0.06, -0.12, -0.03], [0.15, 0.06, -0.12], [-0.24, -0.08, -0.13], [-0.14, 0.01, -0.16], [0.46, 0.02, 0.19], [0.13, -0.16, -0.31], [-0.20, -0.15, -0.33], [0.04, 0.36, 0.71]]}

---

No. 2
{"formula": "C4H14N2O", "method": "wB97M-V/def2-TZVPD", "total_charge": 0, "e_above_lowest_kcal_mol": 41.3, "symbols": ["C", "C", "C", "N", "C", "N", "H", "H", "H", "H", "H", "H", "H", "H", "H", "H", "H", "H", "H", "H", "O"], "positions_angstrom": [[1.49209, 0.64384, 1.17665], [0.46936, -0.19961, 0.40413], [0.36669, -1.62336, 1.01201], [-0.87326, 0.35861, 0.33052], [-1.06352, 1.51642, -0.57445], [-2.01138, 2.47975, -0.03240], [2.42501, 0.08172, 1.20573], [1.11911, 0.82581, 2.19714], [1.65264, 1.66412, 0.82353], [1.01514, -0.28682, -0.56884], [0.05008, -2.29610, 0.21850], [-0.49598, -1.70550, 1.67711], [1.25474, -1.74996, 1.61037], [-1.46817, -0.43990, 0.16041], [-1.46469, 1.02432, -1.45872], [-0.19923, 2.15044, -0.75766], [-1.82651, 2.88554, 0.88042], [-2.89491, 2.02366, 0.16028], [0.36006, -2.46977, -2.16437], [1.53038, -2.37178, -3.17299], [0.56235, -2.51143, -3.12739]], "atomic_forces_ev_per_a": [[-1.01, 0.29, 1.13], [0.96, -0.01, -0.06], [-1.04, 1.47, -0.25], [1.73, 0.37, 0.50], [-1.18, -0.48, 1.38], [-1.36, -0.03, -0.25], [0.13, 0.28, 0.06], [0.22, -0.40, 0.00], [0.08, -0.23, -0.60], [-0.86, -0.22, -0.11], [0.99, -0.65, -0.03], [0.11, 0.48, 0.39], [0.32, -1.11, -0.30], [-0.53, 0.48, -0.48], [-0.03, 1.02, -0.65], [0.63, -0.93, -0.13], [1.02, -0.22, -0.23], [-0.20, -0.13, -0.40], [0.26, -0.04, -1.05], [-0.81, -0.11, 0.04], [0.57, 0.17, 1.03]]}

---

No. 3
{"formula": "C61H47NO19", "method": "wB97M-V/def2-TZVPD", "total_charge": 0, "symbols": ["C", "C", "C", "C", "O", "C", "C", "C", "C", "C", "C", "C", "O", "N", "C", "C", "O", "H", "H", "H", "H", "H", "H", "H", "H", "H", "H", "H", "H", "H", "H", "H", "C", "C", "C", "O", "C", "C", "C", "O", "H", "H", "H", "H", "C", "C", "C", "O", "C", "C", "C", "O", "H", "H", "H", "H", "C", "C", "C", "O", "C", "C", "C", "O", "H", "H", "H", "H", "C", "C", "C", "O", "C", "C", "C", "O", "H", "H", "H", "H", "C", "C", "C", "O", "C", "C", "C", "O", "H", "H", "H", "H", "C", "C", "C", "O", "C", "C", "C", "O", "H", "H", "H", "H", "C", "C", "C", "O", "C", "C", "C", "O", "H", "H", "H", "H", "C", "C", "C", "O", "C", "C", "C", "O", "H", "H", "H", "H"], "positions_angstrom": [[-2.45132, -9.30197, -1.21111], [-1.04542, -9.13130, -0.60431], [-0.85023, -9.87345, 0.73924], [-0.44140, -8.94910, 1.86839], [0.99966, -8.80756, 1.97334], [1.39259, -7.49324, 1.83268], [1.87115, -7.06758, 0.58892], [2.27008, -5.74434, 0.41689], [2.14808, -4.89658, 1.50597], [1.65247, -5.31505, 2.72209], [1.27531, -6.63297, 2.92404], [1.61823, -4.15268, 3.64725], [1.25449, -4.16569, 4.78342], [2.04327, -3.02109, 2.91478], [3.03373, -2.12703, 3.55864], [2.48704, -3.45287, 1.64729], [3.04778, -2.80037, 0.80779], [-3.09202, -9.94142, -0.60935], [-2.96027, -8.34862, -1.28848], [-2.38786, -9.73939, -2.20596], [-0.86884, -8.06530, -0.46796], [-0.30990, -9.47185, -1.33084], [-0.16543, -10.70887, 0.62928], [-1.83081, -10.25795, 1.01825], [-0.87848, -7.96916, 1.68286], [-0.81407, -9.27369, 2.83965], [1.90711, -7.79453, -0.20751], [2.64528, -5.37383, -0.52601], [0.91086, -6.95406, 3.88881], [3.95450, -2.68336, 3.72430], [3.26755, -1.30960, 2.88448], [2.66061, -1.69056, 4.47542], [3.74495, 2.16346, -0.68678], [3.34575, 2.19352, -1.95531], [2.48750, 1.12311, -2.52142], [2.12098, 1.15224, -3.68044], [2.09004, 0.01764, -1.61938], [2.48576, -0.02048, -0.34962], [3.34457, 1.05186, 0.21281], [3.70652, 1.02654, 1.37119], [4.37187, 2.93376, -0.25593], [3.62599, 2.99353, -2.63008], [1.46123, -0.74953, -2.05303], [2.20550, -0.81880, 0.31904], [-1.37817, 5.37691, -2.61213], [-1.52163, 5.99381, -3.78062], [-0.61372, 5.70145, -4.91571], [-0.74501, 6.26760, -5.98691], [0.45846, 4.70022, -4.70667], [0.59989, 4.08383, -3.53714], [-0.30877, 4.37370, -2.39951], [-0.17278, 3.80589, -1.33513], [-2.02994, 5.57486, -1.77100], [-2.29328, 6.71897, -3.96309], [1.10795, 4.50268, -5.55050], [1.36834, 3.34864, -3.36042], [2.64772, 2.56172, 4.61185], [3.31000, 1.40821, 4.62661], [4.10916, 0.99755, 5.80626], [4.71491, -0.05422, 5.81955], [4.14290, 1.91833, 6.96983], [3.48043, 3.07150, 6.95465], [2.67920, 3.48416, 5.77356], [2.07479, 4.53495, 5.76247], [2.06015, 2.88137, 3.76052], [3.30253, 0.72593, 3.78860], [4.73220, 1.59704, 7.81931], [3.49073, 3.75883, 7.79097], [-6.53173, -7.16037, 0.10877], [-7.50528, -6.26365, -0.02201], [-7.25538, -4.81666, 0.20615], [-8.14459, -4.00083, 0.08856], [-5.87949, -4.41098, 0.58181], [-4.90444, -5.30559, 0.71383], [-5.15626, -6.75021, 0.48726], [-4.26611, -7.56613, 0.60721], [-6.69089, -8.21938, -0.05110], [-8.51570, -6.53838, -0.29682], [-5.71757, -3.35274, 0.74086], [-3.89782, -5.02851, 0.98728], [-4.25956, -3.30270, 6.43625], [-3.82093, -3.89975, 5.33162], [-4.09956, -3.33337, 3.98983], [-3.70035, -3.88094, 2.98235], [-4.88361, -2.07598, 3.92360], [-5.32308, -1.47815, 5.02730], [-5.04504, -2.04412, 6.37241], [-5.44343, -1.49919, 7.37777], [-4.06809, -3.69812, 7.42546], [-3.24568, -4.81646, 5.35536], [-5.07413, -1.67934, 2.93434], [-5.89728, -0.56093, 5.00209], [-0.20589, 10.68201, -1.73899], [-0.73794, 9.49618, -2.02115], [-2.19332, 9.34583, -2.26484], [-2.67633, 8.26165, -2.52087], [-3.03394, 10.56494, -2.18449], [-2.50285, 11.75125, -1.90198], [-1.04588, 11.90434, -1.65751], [-0.56094, 12.98421, -1.40233], [0.85276, 10.81550, -1.55702], [-0.14419, 8.59300, -2.08592], [-4.09245, 10.43025, -2.36689], [-3.09722, 12.65356, -1.83715], [8.03323, 5.11292, -0.15113], [9.18092, 5.21718, -0.81535], [9.75942, 4.05724, -1.54073], [10.80515, 4.15110, -2.14420], [9.00651, 2.77762, -1.49708], [7.85888, 2.67413, -0.83261], [7.28260, 3.83413, -0.10893], [6.23416, 3.73892, 0.49496], [7.59386, 5.94449, 0.38495], [9.74474, 6.14011, -0.86015], [9.44518, 1.94530, -2.03238], [7.29463, 1.75098, -0.78670], [-3.02441, 4.30148, -6.90090], [-3.38890, 4.38799, -8.17766], [-4.22850, 3.34219, -8.81266], [-4.56096, 3.41813, -9.97590], [-4.64811, 2.19415, -7.96784], [-4.28337, 2.10592, -6.69184], [-3.44319, 3.15381, -6.05997], [-3.10855, 3.07407, -4.89574], [-2.40919, 5.05497, -6.41919], [-3.09389, 5.21650, -8.80911], [-5.26047, 1.44311, -8.45050], [-4.57607, 1.27761, -6.05904]], "atomic_forces_ev_per_a": [[0.21, -0.07, -0.22], [-0.08, -0.22, -0.05], [-0.45, 0.57, -0.19], [0.18, -0.08, 0.18], [-0.18, 0.49, -0.35], [-0.14, -0.40, 0.28], [0.08, 0.40, 0.38], [-0.12, -0.15, 0.13], [-0.10, 0.29, 0.15], [-0.06, -0.59, -0.34], [0.12, 0.42, -0.12], [-0.36, -0.33, -0.48], [0.06, 0.30, 0.73], [1.37, 0.11, 0.01], [-0.31, 0.38, -0.14], [-0.51, -0.93, -0.72], [0.21, 0.53, 0.22], [0.00, -0.08, 0.08], [-0.07, 0.09, -0.09], [-0.10, -0.01, -0.07], [0.14, 0.06, 0.09], [0.13, 0.01, -0.01], [0.09, -0.10, 0.20], [0.02, -0.28, 0.11], [-0.06, 0.12, 0.05], [0.10, -0.26, 0.04], [0.07, -0.01, -0.11], [0.04, -0.03, -0.06], [-0.07, -0.20, -0.03], [0.06, 0.03, 0.28], [-0.09, -0.02, -0.21], [-0.14, -0.27, 0.19], [-0.02, 0.08, -0.06], [0.00, -0.05, 0.02], [0.00, -0.10, -0.04], [0.07, 0.05, 0.08], [0.02, -0.02, 0.04], [-0.09, 0.19, -0.11], [-0.06, -0.05, -0.04], [-0.04, -0.02, 0.08], [-0.04, -0.10, 0.05], [0.00, -0.01, -0.02], [0.00, 0.02, -0.02], [0.06, -0.02, 0.05], [-0.01, 0.03, 0.03], [0.21, -0.32, -0.21], [0.13, 0.09, 0.04], [0.11, -0.02, 0.17], [0.03, 0.01, 0.00], [-0.06, 0.12, -0.02], [-0.02, -0.05, 0.02], [0.03, 0.01, -0.01], [0.00, 0.00, 0.00], [-0.08, 0.04, -0.05], [-0.02, 0.01, -0.01], [-0.01, -0.06, -0.06], [0.00, -0.03, -0.01], [-0.04, 0.04, 0.04], [0.03, -0.05, -0.04], [-0.03, 0.00, 0.01], [0.00, 0.05, 0.03], [0.03, -0.04, 0.02], [-0.02, 0.02, -0.03], [0.01, 0.00, 0.02], [0.01, 0.03, 0.00], [0.05, 0.06, -0.05], [0.01, -0.03, -0.02], [-0.02, 0.02, -0.02], [-0.04, -0.01, 0.00], [0.02, -0.05, 0.00], [-0.01, 0.04, 0.00], [0.00, -0.02, 0.00], [0.01, -0.03, 0.00], [-0.06, -0.06, -0.16], [0.04, 0.07, 0.03], [-0.06, -0.02, 0.08], [0.03, 0.00, 0.01], [-0.01, 0.04, 0.00], [-0.02, 0.01, 0.00], [0.02, -0.03, 0.03], [0.02, -0.04, -0.03], [-0.01, -0.01, 0.05], [0.04, -0.02, 0.02], [0.04, 0.12, 0.09], [-0.02, 0.02, 0.01], [0.00, -0.01, -0.06], [0.00, 0.01, 0.04], [0.00, 0.00, -0.01], [-0.01, 0.03, 0.01], [0.01, 0.01, -0.04], [0.02, -0.01, -0.01], [0.00, 0.00, 0.04], [0.00, -0.05, -0.01], [0.04, 0.03, 0.02], [-0.02, -0.03, 0.00], [-0.14, 0.32, 0.22], [-0.01, 0.05, -0.01], [-0.03, -0.04, -0.01], [0.02, 0.03, 0.01], [0.00, 0.00, 0.00], [0.00, 0.04, 0.00], [-0.03, -0.02, -0.01], [0.01, -0.04, 0.00], [0.03, 0.02, 0.01], [0.04, 0.03, -0.01], [-0.05, 0.01, 0.03], [0.03, 0.00, -0.01], [-0.01, 0.00, 0.00], [-0.05, -0.02, 0.01], [0.03, -0.02, -0.03], [0.01, -0.02, 0.03], [0.10, 0.11, -0.01], [-0.03, -0.02, 0.01], [0.03, -0.02, -0.02], [0.03, 0.02, -0.01], [-0.02, 0.01, 0.03], [-0.02, 0.05, 0.03], [0.01, 0.00, 0.04], [0.00, 0.01, -0.04], [0.00, -0.01, 0.01], [0.00, -0.02, 0.05], [-0.03, -0.02, -0.03], [0.02, 0.00, 0.02], [0.02, 0.01, -0.01], [-0.24, -0.16, -0.22], [-0.01, -0.01, -0.02], [0.00, 0.02, -0.03], [0.02, 0.02, 0.03]]}

---

Values of E_tot, in order: -10415.54223; -9401.81469; -104402.60648, all in eV.
Values of max |F|, in order: 1.9; 1.9; 1.4, all in eV/A.
Values of frontier orbital gap, in order: 3.286; 9.609; 7.899, all in eV.